ORCA calculation (the ωB97M-V functional and the def2-TZVPD basis) on a structure of composition C2H4NP in a non-equilibrium geometry.

Structure (XYZ):
```
8
C2H4NP, DFT the ωB97M-V functional and the def2-TZVPD basis
C 0.11 -0.90 0.20
C 1.25 0.53 -0.36
N 1.31 -0.86 0.02
P -1.52 -0.39 -0.24
H 0.99 0.87 -1.32
H 1.26 1.21 0.44
H -1.40 0.76 0.61
H -1.99 -1.22 0.66
```

Properties
lowest unoccupied orbital energy (spin up / spin down) = 0.28 / 0.28 eV
total charge = 0
HOMO (spin up / spin down) = -7.5 / -7.5 eV